{"formula": "C15H12F3N3O7PdS4", "method": "ωB97M-V/def2-TZVPD", "species": ["H", "S", "H", "H", "S", "H", "C", "C", "O", "F", "C", "N", "C", "N", "O", "O", "O", "H", "S", "H", "C", "C", "H", "H", "C", "F", "C", "O", "C", "C", "O", "C", "H", "H", "S", "C", "H", "H", "C", "O", "N", "F", "C", "C", "Pd"], "xyz": [[1.21675, 5.47067, 0.80162], [0.88729, -1.52977, -2.60765], [-1.34242, 3.16873, -2.43882], [0.25842, 3.85138, 4.01906], [0.10243, -1.50513, 1.72668], [-4.07220, 2.69099, -3.33145], [-2.28732, 0.95935, -0.94340], [0.25100, 4.98691, 0.82060], [-2.29989, -0.16467, -0.39465], [2.19645, 0.31584, -4.11179], [-0.58663, 5.08920, -0.27491], [3.94029, 0.99422, 4.16208], [1.92235, -1.67076, 4.18928], [-2.29625, 3.41413, -2.67062], [1.68953, -1.24242, -1.41252], [-4.24696, 4.27136, -1.31769], [-1.23729, 1.66642, -0.88660], [-4.15333, 0.63093, -1.92290], [1.48853, 0.97804, 1.14659], [-0.31129, 5.64539, -1.15894], [1.33297, -0.38446, 2.19056], [-1.40441, 3.68493, 1.98121], [1.34873, 5.04067, 3.27048], [-3.23708, 3.34824, 0.90803], [0.78972, 4.12180, 3.10978], [0.90178, 1.09284, -2.54982], [1.03612, 0.12335, -3.50870], [1.38598, -2.52827, -3.47750], [-3.14449, 2.28444, -2.92315], [-1.82932, 4.48731, -0.21834], [-2.65386, 5.88353, -2.27534], [3.10123, 0.32340, 3.75723], [1.50554, 3.33010, 2.88872], [-1.73345, 3.15662, 2.86382], [-2.89660, 4.62653, -1.64425], [-2.25155, 3.78605, 0.89231], [-4.06456, 2.13996, -1.00079], [-2.65692, 1.64715, -3.66498], [-3.50890, 1.47270, -1.66543], [-0.53231, -1.54511, -2.29220], [1.79978, -2.54845, 4.91797], [0.04992, 0.32655, -4.37845], [2.09159, -0.56164, 3.34017], [-0.14287, 4.27161, 1.95234], [-0.03055, -0.22489, -0.48583]], "forces_ev_per_a": [[0.1, 0.0, 0.0], [0.8, 0.4, -2.3], [0.0, 0.1, 0.0], [0.0, 0.0, 0.1], [0.6, 0.8, -0.2], [0.1, -0.4, -0.2], [-1.3, 0.5, -0.2], [-0.1, -0.2, 0.0], [0.8, -0.6, 0.3], [-0.1, -0.3, 0.1], [0.0, 0.1, 0.0], [0.4, 0.4, 0.1], [-0.2, 0.0, -0.2], [0.0, 1.3, 0.5], [0.3, 0.0, 0.8], [-0.1, -0.1, 0.3], [1.0, -0.9, 0.1], [0.1, 0.0, 0.1], [-0.2, -1.1, 0.6], [0.1, 0.1, 0.0], [-1.4, 0.5, -2.0], [0.0, 0.0, -0.2], [0.1, 0.0, 0.1], [-0.1, 0.0, 0.0], [0.1, 0.0, 0.0], [0.2, -0.1, -0.4], [-0.2, 0.3, 0.3], [0.1, -0.2, 0.0], [-0.7, -0.3, 0.3], [-0.6, 0.2, -0.5], [0.3, 0.2, 0.1], [0.0, 0.2, -0.2], [0.1, 0.0, 0.1], [0.0, -0.1, 0.1], [0.8, -0.5, -0.8], [0.0, 0.1, 0.1], [0.1, -0.2, 0.0], [-0.1, 0.1, 0.0], [0.3, -0.1, -0.1], [-0.6, 0.1, 0.5], [-0.1, -0.5, 0.4], [0.1, -0.3, 0.0], [0.6, -0.1, 0.8], [-0.1, 0.0, -0.1], [-1.0, 0.7, 1.3]], "spin_multiplicity": 5, "homo_ev": [-9.71, -9.70]}